No. 1
An isolated molecule of C5H14N2 in a non-equilibrium geometry. Source: OMol25; level of theory: wB97M-V/def2-TZVPD.

Summary:
net charge: 0
Kohn-Sham gap: 9.4 eV
energy above the lowest of the compared OMol25 structures with the same formula, charge and spin: 45.7 kcal/mol
SMILES string: CC(C)NCCN
largest force on an atom: 2.92 eV/Å
highest occupied orbital energy: -8.32 eV

Geometry (Å):
1 C -0.149 1.775 0.807
2 C -0.983 0.638 0.079
3 C -2.179 1.354 -0.541
4 N -0.137 -0.157 -0.827
5 C 1.275 -0.446 -0.516
6 C 1.402 -1.525 0.571
7 N 1.380 -2.886 0.001
8 H -0.791 2.638 1.128
9 H 0.554 2.198 0.122
10 H 0.449 1.556 1.667
11 H -1.368 -0.109 0.837
12 H -2.630 0.928 -1.416
13 H -2.069 2.357 -0.857
14 H -3.109 1.420 0.174
15 H -0.370 -0.066 -1.789
16 H 1.724 0.466 -0.321
17 H 1.809 -0.741 -1.464
18 H 2.466 -1.646 1.032
19 H 0.745 -1.232 1.474
20 H 0.902 -3.013 -0.868
21 H 1.077 -3.508 0.706

Results of the natural (NBO) charge analysis, in e, for atoms 1 through 4:
1. C -0.64
2. C -0.05
3. C -0.62
4. N -0.67


No. 2
A structure of composition C5H14N2 in a non-equilibrium geometry. Source: OMol25; level of theory: wB97M-V/def2-TZVPD.

Summary:
net charge: 0
Kohn-Sham gap: 8.4 eV
energy above the lowest of the compared OMol25 structures with the same formula, charge and spin: 117.7 kcal/mol
largest force on an atom: 4.89 eV/Å
highest occupied orbital energy: -8.16 eV

Geometry (Å):
1 C -3.316 -0.358 0.980
2 N -0.170 -0.898 -0.376
3 C 0.314 0.425 -0.558
4 C 1.689 0.816 -0.090
5 C 2.215 -0.361 0.759
6 N 2.312 -1.579 -0.057
7 C -0.388 1.190 -1.668
8 H -2.398 -0.247 0.438
9 H -3.110 -1.256 1.543
10 H -3.625 0.457 1.589
11 H -4.185 -0.411 0.363
12 H -0.518 0.052 0.312
13 H 1.657 1.773 0.440
14 H 2.403 0.902 -0.871
15 H 1.599 -0.471 1.609
16 H 3.229 -0.030 1.121
17 H 1.392 -1.739 -0.396
18 H 2.466 -2.326 0.613
19 H 0.358 1.558 -2.401
20 H -1.085 0.488 -2.082
21 H -0.838 2.015 -1.270

Results of the natural (NBO) charge analysis, in e, for atoms 1 through 4:
1. C -0.85
2. N -0.62
3. C 0.23
4. C -0.50


No. 3
An isolated molecule of C5H14N2 in a non-equilibrium geometry. Source: OMol25; level of theory: wB97M-V/def2-TZVPD.

Summary:
net charge: 0
Kohn-Sham gap: 9.0 eV
energy above the lowest of the compared OMol25 structures with the same formula, charge and spin: 24.0 kcal/mol
SMILES string: CCCCNCN
largest force on an atom: 1.59 eV/Å
highest occupied orbital energy: -7.88 eV

Geometry (Å):
1 C -3.046 0.590 -0.138
2 C -1.968 -0.284 0.520
3 C -1.143 -1.193 -0.367
4 C 0.058 -0.535 -1.027
5 N 1.169 -0.370 -0.111
6 C 2.025 0.787 -0.048
7 N 2.874 0.705 1.115
8 H -3.908 -0.002 -0.448
9 H -2.598 1.093 -1.003
10 H -3.370 1.386 0.526
11 H -2.498 -0.970 1.185
12 H -1.382 0.340 1.165
13 H -0.759 -2.020 0.236
14 H -1.731 -1.671 -1.154
15 H -0.272 0.476 -1.283
16 H 0.398 -1.033 -1.939
17 H 1.191 -1.065 0.585
18 H 2.605 0.838 -0.970
19 H 1.388 1.686 -0.051
20 H 3.834 0.890 0.888
21 H 2.471 1.139 1.923

Results of the natural (NBO) charge analysis, in e, for atoms 1 through 4:
1. C -0.60
2. C -0.40
3. C -0.40
4. C -0.21


No. 4
An isolated molecule of C5H14N2 in a non-equilibrium geometry. Source: OMol25; level of theory: wB97M-V/def2-TZVPD.

Summary:
net charge: 0
Kohn-Sham gap: 9.4 eV
energy above the lowest of the compared OMol25 structures with the same formula, charge and spin: 16.8 kcal/mol
SMILES string: CCN[C@@H](C)CN
largest force on an atom: 1.65 eV/Å
highest occupied orbital energy: -8.27 eV

Geometry (Å):
1 C 3.021 -0.637 -0.023
2 C 1.808 0.200 -0.415
3 N 0.608 -0.451 0.029
4 C -0.603 0.301 0.276
5 C -0.885 1.264 -0.876
6 C -1.731 -0.700 0.467
7 N -3.009 0.004 0.674
8 H 2.893 -1.676 -0.311
9 H 3.131 -0.599 1.068
10 H 3.938 -0.288 -0.490
11 H 1.872 1.211 0.006
12 H 1.841 0.292 -1.499
13 H 0.725 -1.228 0.658
14 H -0.539 0.906 1.203
15 H -1.676 1.963 -0.636
16 H -0.001 1.868 -1.006
17 H -0.980 0.673 -1.790
18 H -1.871 -1.193 -0.503
19 H -1.524 -1.442 1.233
20 H -3.772 -0.525 0.273
21 H -3.247 0.057 1.661

Results of the natural (NBO) charge analysis, in e, for atoms 1 through 4:
1. C -0.61
2. C -0.20
3. N -0.65
4. C -0.04


No. 5
The ion C5H14N2 with charge +2 in a non-equilibrium geometry. Source: OMol25; level of theory: wB97M-V/def2-TZVPD.

Summary:
net charge: +2
Kohn-Sham gap: 11.5 eV
energy above the lowest of the compared OMol25 structures with the same formula, charge and spin: 6.3 kcal/mol
SMILES string: C[C@@H]([NH3+])C/C=C/[NH3+]
largest force on an atom: 1.59 eV/Å
highest occupied orbital energy: -18.47 eV

Geometry (Å):
1 C -1.452 1.079 1.237
2 C -0.780 1.277 -0.097
3 N -0.389 2.735 -0.256
4 C 0.533 0.449 -0.175
5 C 0.221 -1.042 -0.195
6 C 1.238 -1.874 -0.340
7 N 1.065 -3.336 -0.624
8 H -2.441 1.543 1.262
9 H -0.880 1.603 2.012
10 H -1.517 0.045 1.564
11 H -1.391 0.969 -0.944
12 H -0.590 3.120 -1.184
13 H -0.794 3.352 0.453
14 H 0.632 2.809 -0.204
15 H 1.053 0.678 -1.101
16 H 1.059 0.680 0.759
17 H -0.798 -1.384 -0.063
18 H 2.228 -1.661 0.039
19 H 0.439 -3.392 -1.431
20 H 1.967 -3.771 -0.823
21 H 0.597 -3.878 0.111

Results of the natural (NBO) charge analysis, in e, for atoms 1 through 4:
1. C -0.65
2. C -0.04
3. N -0.68
4. C -0.47


No. 6
The ion C5H14N2 with charge +2 in a non-equilibrium geometry. Source: OMol25; level of theory: wB97M-V/def2-TZVPD.

Summary:
net charge: +2
Kohn-Sham gap: 11.7 eV
energy above the lowest of the compared OMol25 structures with the same formula, charge and spin: 34.8 kcal/mol
SMILES string: C=[NH+]CC[C@H](C)[NH3+]
largest force on an atom: 4.23 eV/Å
highest occupied orbital energy: -20.15 eV

Geometry (Å):
1 C 1.350 0.991 2.829
2 N 0.952 0.843 1.632
3 C -0.412 0.244 1.367
4 C -0.750 0.385 -0.120
5 C -0.170 -0.614 -1.133
6 C 0.395 0.164 -2.360
7 N -1.098 -1.703 -1.651
8 H 2.300 1.575 2.938
9 H 1.045 0.583 3.778
10 H 1.432 1.118 0.778
11 H -0.687 -0.688 1.852
12 H -1.017 0.907 2.037
13 H -1.851 0.429 -0.255
14 H -0.752 1.470 -0.401
15 H 0.694 -1.135 -0.709
16 H -0.223 0.125 -3.261
17 H 0.379 1.211 -2.089
18 H 1.383 -0.147 -2.686
19 H -2.060 -1.469 -1.947
20 H -1.236 -2.362 -0.883
21 H -0.716 -2.077 -2.525

Results of the natural (NBO) charge analysis, in e, for atoms 1 through 4:
1. C 0.16
2. N -0.41
3. C -0.27
4. C -0.51


No. 7
A cluster of 2 separate species, C5H14N2O in total in a non-equilibrium geometry. Source: OMol25; level of theory: wB97M-V/def2-TZVPD.

Summary:
net charge: 0
Kohn-Sham gap: 7.7 eV
energy above the lowest of the compared OMol25 structures with the same formula, charge and spin: 39.7 kcal/mol
SMILES string: CCC/C(N)=C/N.O
largest force on an atom: 1.47 eV/Å
highest occupied orbital energy: -6.93 eV

Geometry (Å):
1 C 0.277 -1.255 1.841
2 C -0.989 -0.389 1.834
3 C -0.793 0.819 0.947
4 C -0.640 0.499 -0.533
5 N 0.503 0.981 -1.154
6 C -1.574 -0.209 -1.171
7 N -1.596 -0.481 -2.566
8 H 0.256 -2.103 2.521
9 H 1.155 -0.664 2.116
10 H 0.426 -1.663 0.838
11 H -1.197 -0.076 2.853
12 H -1.803 -1.030 1.490
13 H -1.581 1.572 1.026
14 H 0.077 1.337 1.246
15 H 0.575 0.983 -2.158
16 H 1.036 1.754 -0.804
17 H -2.438 -0.496 -0.614
18 H -0.697 -0.407 -2.991
19 H -1.994 -1.391 -2.743
20 O 3.501 1.104 -0.665
21 H 3.192 0.293 -1.091
22 H 4.303 0.822 -0.221

Results of the natural (NBO) charge analysis, in e, for atoms 1 through 4:
1. C -0.61
2. C -0.39
3. C -0.42
4. C 0.12


No. 8
A cluster of 2 separate species, C5H14N2O in total. Source: OMol25; level of theory: wB97M-V/def2-TZVPD.

Summary:
net charge: 0
Kohn-Sham gap: 9.4 eV
energy above the lowest of the compared OMol25 structures with the same formula, charge and spin: 50.6 kcal/mol
SMILES string: N/C=C/N.CC(C)O
largest force on an atom: 0.65 eV/Å
highest occupied orbital energy: -8.46 eV

Geometry (Å):
1 N -1.637 0.855 3.117
2 C -1.464 0.771 1.704
3 C -1.602 1.825 0.919
4 N -1.609 1.768 -0.511
5 H -1.061 0.172 3.589
6 H -2.601 0.688 3.371
7 H -1.235 -0.200 1.270
8 H -1.789 2.794 1.373
9 H -0.685 1.878 -0.910
10 H -2.224 2.479 -0.876
11 C 1.032 -1.733 -0.025
12 C 1.099 -1.229 -1.456
13 C 2.359 -0.444 -1.763
14 O -0.004 -0.408 -1.811
15 H 0.133 -2.335 0.123
16 H 1.074 -0.922 0.698
17 H 1.862 -2.419 0.151
18 H 1.103 -2.117 -2.104
19 H 3.246 -1.034 -1.530
20 H 2.408 0.485 -1.196
21 H 2.389 -0.225 -2.832
22 H -0.791 -0.651 -1.303

Results of the natural (NBO) charge analysis, in e, for atoms 1 through 4:
1. N -0.84
2. C -0.06
3. C -0.05
4. N -0.86


No. 9
A cluster of 2 separate species, C5H14N2O in total in a non-equilibrium geometry. Source: OMol25; level of theory: wB97M-V/def2-TZVPD.

Summary:
net charge: 0
Kohn-Sham gap: 9.6 eV
energy above the lowest of the compared OMol25 structures with the same formula, charge and spin: 59.1 kcal/mol
SMILES string: C/C=C/N.NCCO
largest force on an atom: 2.64 eV/Å
highest occupied orbital energy: -8.54 eV

Geometry (Å):
1 C 1.563 2.680 1.668
2 C 0.617 1.795 0.908
3 C 0.321 1.897 -0.414
4 N -0.411 0.949 -1.265
5 H 1.953 3.442 0.986
6 H 1.077 3.090 2.556
7 H 2.460 2.225 2.132
8 H 0.176 0.996 1.517
9 H 0.741 2.723 -1.001
10 H -1.225 0.531 -0.820
11 H -0.672 1.450 -2.130
12 N -2.066 -1.734 0.670
13 C -0.615 -1.787 0.519
14 C -0.271 -1.995 -0.947
15 O 1.070 -1.514 -1.191
16 H -2.513 -2.650 0.598
17 H -2.316 -1.261 1.533
18 H -0.158 -2.547 1.120
19 H -0.192 -0.826 0.863
20 H -0.966 -1.444 -1.530
21 H -0.232 -3.063 -1.079
22 H 0.942 -0.604 -1.455

Results of the natural (NBO) charge analysis, in e, for atoms 1 through 4:
1. C -0.63
2. C -0.25
3. C -0.02
4. N -0.86


No. 10
An isolated molecule of C5H14N2O in a non-equilibrium geometry. Source: OMol25; level of theory: wB97M-V/def2-TZVPD.

Summary:
net charge: 0
Kohn-Sham gap: 9.4 eV
energy above the lowest of the compared OMol25 structures with the same formula, charge and spin: 59.6 kcal/mol
SMILES string: CN(CCN)CCO
largest force on an atom: 1.19 eV/Å
highest occupied orbital energy: -8.51 eV

Geometry (Å):
1 C -0.332 0.620 1.181
2 N -0.417 -0.445 0.179
3 C 0.848 -1.204 0.002
4 C 1.935 -1.062 1.058
5 N 2.908 0.013 0.860
6 C -0.831 0.133 -1.090
7 C -2.345 0.358 -1.169
8 O -2.689 1.702 -0.821
9 H 0.190 1.522 0.844
10 H -0.016 0.205 2.116
11 H -1.326 0.984 1.399
12 H 0.567 -2.252 -0.064
13 H 1.293 -0.929 -0.941
14 H 2.457 -2.011 1.175
15 H 1.470 -0.846 2.009
16 H 3.432 -0.125 0.004
17 H 2.416 0.870 0.622
18 H -0.556 -0.539 -1.904
19 H -0.337 1.093 -1.314
20 H -2.683 0.100 -2.175
21 H -2.789 -0.276 -0.431
22 H -3.194 2.090 -1.539

Results of the natural (NBO) charge analysis, in e, for atoms 1 through 4:
1. C -0.43
2. N -0.44
3. C -0.24
4. C -0.24


No. 11
A cluster of 2 separate species, C5H14N2O in total in a non-equilibrium geometry. Source: OMol25; level of theory: wB97M-V/def2-TZVPD.

Summary:
net charge: 0
Kohn-Sham gap: 9.1 eV
energy above the lowest of the compared OMol25 structures with the same formula, charge and spin: 140.9 kcal/mol
SMILES string: C[C@@H](N)ON.C=CC
largest force on an atom: 3.93 eV/Å
highest occupied orbital energy: -8.09 eV

Geometry (Å):
1 C 1.656 0.011 0.987
2 C 1.342 0.837 -0.695
3 N 0.992 -0.028 -1.702
4 O 0.485 1.903 -0.492
5 N -0.796 1.759 -1.147
6 H 2.642 -0.421 0.799
7 H 1.791 0.942 1.530
8 H 1.197 -0.689 1.678
9 H 2.352 1.240 -0.763
10 H 0.123 -0.682 -1.341
11 H 1.769 -0.648 -1.905
12 H -0.593 1.717 -2.144
13 H -1.222 2.667 -0.941
14 C -1.056 -1.559 -0.565
15 C -0.868 -1.327 0.765
16 C -1.569 -0.240 1.516
17 H -0.842 -2.540 -0.970
18 H -1.805 -0.983 -1.095
19 H -0.303 -2.040 1.350
20 H -1.932 0.531 0.837
21 H -0.925 0.211 2.269
22 H -2.439 -0.661 2.030

Results of the natural (NBO) charge analysis, in e, for atoms 1 through 4:
1. C -0.75
2. C 0.34
3. N -0.89
4. O -0.42


No. 12
An isolated molecule of C5H14N2O in a non-equilibrium geometry. Source: OMol25; level of theory: wB97M-V/def2-TZVPD.

Summary:
net charge: 0
Kohn-Sham gap: 8.5 eV
energy above the lowest of the compared OMol25 structures with the same formula, charge and spin: 81.1 kcal/mol
SMILES string: C[C@H](CN)[C@@H](N)CO
largest force on an atom: 5.19 eV/Å
highest occupied orbital energy: -7.49 eV

Geometry (Å):
1 C -0.133 -1.635 -0.046
2 C -0.253 -0.177 0.325
3 C -1.907 0.434 -0.268
4 N -3.014 -0.414 0.059
5 C 0.651 0.745 -0.348
6 N 0.551 2.131 -0.107
7 C 2.293 0.202 0.431
8 O 2.850 -1.055 0.117
9 H 0.759 -2.069 0.401
10 H -0.987 -2.202 0.330
11 H -0.099 -1.760 -1.129
12 H -0.293 -0.017 1.404
13 H -1.867 0.584 -1.347
14 H -2.032 1.394 0.234
15 H -2.996 -1.283 -0.461
16 H -3.045 -0.636 1.048
17 H 0.756 0.545 -1.416
18 H 0.437 2.377 0.867
19 H 0.219 2.684 -0.882
20 H 2.955 1.016 0.106
21 H 2.187 0.241 1.517
22 H 2.967 -1.107 -0.837

Results of the natural (NBO) charge analysis, in e, for atoms 1 through 4:
1. C -0.63
2. C -0.23
3. C -0.21
4. N -0.84